(1)
Here is C2H4ClNS as an isolated structure from the OMol25 dataset. Energies are from ωB97M-V with the def2-TZVPD basis set.

The geometry in XYZ format:
```
9
Properties=species:S:1:pos:R:3:forces:R:3
Cl -1.70812 0.69885 0.58056 -3.2 2.2 0.7
S 2.13733 -0.63445 -0.17021 1.0 0.4 -0.3
N -0.35489 -0.90145 -0.71473 -6.2 -2.2 -15.8
C 0.55286 -0.29718 -0.17523 5.5 3.7 7.6
C -0.05619 0.55687 0.96913 1.6 1.1 -2.5
H 0.50297 1.48526 0.88473 -0.4 0.3 0.7
H 0.21713 -0.84729 -1.92206 -1.5 -2.1 3.8
H -0.13512 0.14996 1.91089 1.1 -1.1 2.0
H -1.15598 -0.21058 -1.36308 2.2 -2.3 3.7
```
Forces are in eV/Å.

**Orbital gap**: 8.34 eV
**Spin multiplicity**: 1
**Energy relative to the best compared isomer or geometry (same formula, charge and spin)**: 101.99 kcal per mole
**E_LUMO**: -0.36 eV
**Molecular weight**: 109.58 g/mol
**HOMO energy**: -8.70 eV
**E**: -26982.20114 eV

***

(2)
Here is C16H35F2InNO8 as an isolated structure from the OMol25 dataset. Energies are from ωB97M-V with the def2-TZVPD basis set.

The geometry in XYZ format:
```
63
Properties=species:S:1:pos:R:3:forces:R:3
In 1.54815 6.42626 -2.57126 1.0 0.7 0.5
F 1.72113 6.30397 -0.46696 -0.2 0.0 -1.4
F 1.62770 7.20189 -5.82609 0.7 -1.9 0.1
O 0.93124 -3.35020 -1.02582 -0.1 -0.1 0.3
O -2.24161 -3.42069 3.02789 -0.3 0.0 0.1
O -2.32979 -0.77838 4.62058 0.1 -0.4 0.1
O -0.97589 -3.15866 6.04416 0.2 0.2 0.0
O 1.63870 8.46051 -3.07738 0.8 -0.6 -0.4
O -0.28059 3.03654 -3.23101 0.2 5.3 0.3
O 1.16773 -0.35408 -2.34428 -0.2 -0.2 -0.1
O -1.46005 -1.40187 -1.11186 0.3 -0.2 0.0
N -0.37259 5.57239 -3.12165 0.9 -6.5 0.0
C -0.26335 4.29286 -3.15472 -1.1 1.2 -0.2
C -0.39978 -0.64502 -0.51918 -0.1 0.3 -0.2
C 1.39339 -4.15901 0.03920 0.0 0.3 -0.3
C -3.26103 -4.05566 2.28063 0.3 0.0 0.1
C -2.87761 -1.75306 5.51004 0.1 0.3 0.1
C 3.42519 5.51676 -5.11117 -0.4 -0.4 -0.2
C -1.36394 -1.25736 3.68070 -0.2 0.2 -0.2
C 0.25797 0.33297 -1.48696 0.2 -0.4 0.1
C -1.06527 -2.41666 -2.03622 -0.2 0.0 0.3
C 2.12516 5.85442 -5.98262 0.6 -0.8 -1.3
C -0.42426 -3.62702 -1.36560 0.5 0.4 -0.3
C -1.89537 -2.21193 6.58212 -0.1 -0.5 -0.4
C 0.23842 -3.19988 6.76951 -0.3 -0.1 -0.3
C 3.14699 5.18402 -3.56202 1.1 -0.5 -0.2
C 1.38059 0.33097 -3.56578 0.1 -0.1 0.2
C -1.97290 -2.09900 2.56435 0.3 -0.3 0.4
H -2.95406 -4.17378 1.23510 -0.2 0.0 -0.1
H 0.43662 0.45347 -4.10667 0.0 0.2 0.0
H 2.43545 5.75781 -7.09752 -0.5 0.4 1.7
H 2.05467 -0.26962 -4.18078 0.0 0.0 0.2
H 2.31838 8.59704 -3.78462 -1.0 -0.4 0.9
H -4.19299 -3.48291 2.33794 0.0 0.0 -0.1
H -2.44138 -2.70727 7.39360 -0.1 0.2 0.1
H -0.87267 -0.06191 0.27755 -0.1 0.0 -0.1
H -0.93381 -0.35914 3.22696 -0.2 0.0 0.0
H -3.30445 -2.59265 4.95925 0.2 -0.1 0.1
H 2.42052 -3.86778 0.26573 -0.1 0.0 -0.1
H -0.51544 0.84142 -2.07259 0.1 0.0 0.1
H -0.43651 -2.00532 -2.82732 0.2 -0.1 0.1
H 1.84001 1.30792 -3.38231 -0.2 0.0 -0.2
H -1.26317 -2.17764 1.73423 0.0 0.2 -0.1
H -1.99294 -2.74944 -2.51196 0.0 0.0 0.1
H -0.42317 -4.47509 -2.06056 -0.2 -0.1 0.0
H 0.06140 -3.52211 7.79968 0.1 0.1 0.1
H -2.89247 -1.62047 2.20789 0.0 0.0 0.0
H 4.14909 5.31146 -2.99297 -1.6 -0.2 -0.8
H -0.54710 -1.77557 4.18573 -0.1 -0.2 -0.1
H 1.37612 -5.21564 -0.24346 0.0 -0.1 0.1
H 1.25959 5.09743 -5.84844 1.3 1.5 0.3
H 0.83122 1.07753 -0.92494 -0.2 0.2 0.1
H -3.70970 -1.24942 6.01129 0.1 0.1 0.0
H 4.19789 6.35244 -5.28838 -1.3 -1.1 0.5
H 2.87364 4.06113 -3.45552 0.4 1.8 -0.3
H 0.90142 -3.91626 6.28134 -0.1 0.0 0.0
H -0.99840 -3.89384 -0.47107 0.0 0.0 0.0
H 0.78478 -3.99532 0.93482 -0.1 -0.2 0.1
H 0.32927 -1.29984 -0.03794 0.1 0.0 -0.2
H 3.89367 4.56690 -5.59019 -0.8 1.5 0.5
H -1.36262 -1.34287 6.98329 0.0 0.0 0.0
H 0.72415 -2.21883 6.75648 0.0 0.0 0.1
H -3.43652 -5.04278 2.71326 0.1 0.1 0.0
```
Forces are in eV/Å.

**Orbital gap**: 7.99 eV
**Spin multiplicity**: 1
**E_LUMO**: 2.18 eV
**Molecular weight**: 522.27 g/mol
**HOMO energy**: -5.80 eV
**E**: -45637.00139 eV
**Net charge**: -1

***

(3)
Here is C44H36CdF5N7O6P2S3Se2 as an isolated structure from the OMol25 dataset. Energies are from ωB97M-V with the def2-TZVPD basis set.

The geometry in XYZ format:
```
106
Properties=species:S:1:pos:R:3:forces:R:3
Cd 1.40697 0.71740 -1.60649 0.0 -0.2 0.6
Se -1.81725 3.48408 0.09781 0.1 -0.1 0.1
Se -4.97256 -1.45610 2.21724 -0.2 -0.8 -0.4
S 2.50047 -3.17859 1.16528 0.3 0.1 -0.3
S 0.48511 2.76302 -3.38791 0.3 0.0 -0.2
S 3.67938 1.14620 -3.95367 -0.4 -0.3 0.4
P -2.72263 1.59036 0.16107 0.0 0.3 0.3
P -3.09343 -2.18694 1.54875 -0.2 0.1 -0.1
F 2.46469 -1.90368 -1.68148 0.2 -0.3 0.4
F 4.21469 -2.24310 -3.59655 0.1 -0.1 0.1
F 5.14486 -4.64661 1.16944 -0.1 0.1 -0.2
F 6.48923 -3.73407 -3.23323 -0.1 0.0 0.1
F 6.90896 -4.91066 -0.79583 -0.2 0.1 0.0
O 3.41347 0.97297 -2.48848 -0.2 0.1 -0.2
O 0.96020 2.99454 -2.00959 -0.1 0.1 0.1
O 0.33528 1.31586 -3.60298 0.1 0.1 0.0
O -0.65383 3.54284 -3.79650 0.0 0.1 0.0
O 2.81831 0.33463 -4.76888 0.1 0.0 -0.1
O 5.09575 1.07067 -4.20628 0.1 0.1 0.0
N 2.43156 1.50921 0.49812 0.0 -0.3 -0.4
N -0.13722 -1.20315 -0.57459 0.0 -0.3 0.2
N 4.32887 2.77651 1.34316 -0.1 -0.1 0.0
N -0.52952 0.06048 -0.51387 0.3 0.2 -0.4
N 3.33735 1.00694 2.69335 0.0 0.0 -0.1
N 2.12143 3.08226 2.32550 0.0 0.0 -0.1
N -0.99559 -1.97612 0.03840 0.2 0.2 -0.4
C 1.52985 2.49609 1.12323 -0.1 0.0 0.1
C -2.39396 -2.19773 4.24175 0.0 0.0 0.0
C 2.42349 1.99612 3.25973 0.0 0.0 0.1
C -3.39404 -3.76379 0.65424 0.2 0.0 0.2
C -5.63786 1.90348 2.98254 0.0 0.0 0.0
C -1.69527 0.11678 0.13996 -0.6 0.5 0.2
C 1.90324 3.39669 -4.32315 0.2 -0.1 0.2
C 4.03205 4.90872 -5.31213 0.1 0.0 0.0
C 2.72602 0.44721 1.48907 -0.1 -0.1 0.0
C -4.39342 1.82018 -3.52244 0.0 0.0 0.0
C -3.04665 0.92614 2.83228 0.1 0.3 0.1
C -5.59634 0.10761 -2.32894 0.1 0.1 0.0
C -3.83811 1.32866 -1.23760 0.0 0.0 -0.2
C 3.38223 3.71776 1.94454 0.0 0.1 0.0
C 3.70038 2.19159 0.15798 0.1 0.0 0.0
C -3.62279 2.07071 -2.39506 0.0 -0.1 0.0
C 5.59239 -3.57808 -2.23548 0.0 0.0 -0.1
C 3.67818 -3.27716 -0.12253 -0.3 -0.1 0.5
C -3.10959 -4.01006 -0.68332 0.0 0.2 0.0
C -3.99388 -4.76801 1.41243 0.0 0.0 0.1
C -4.97023 1.90505 1.76898 0.1 0.1 0.0
C -3.71014 0.94013 4.04942 0.0 0.3 0.0
C -1.58535 -2.46570 5.33865 0.0 0.0 0.0
C -1.99044 -2.57459 2.96402 -0.1 -0.2 0.0
C 4.56725 1.69497 2.30614 0.0 0.0 0.0
C -4.81917 0.33982 -1.20533 -0.1 -0.1 0.1
C -3.97992 -6.24647 -0.47995 0.0 0.0 0.0
C -5.00716 1.42385 4.12421 0.1 0.1 0.0
C 1.69979 4.67073 -4.83333 0.0 -0.1 0.0
C 4.86371 -4.01574 0.00733 0.3 -0.2 0.2
C -3.41015 -5.24358 -1.24711 0.0 0.0 0.0
C -4.27463 -6.00323 0.85526 0.0 0.0 0.0
C 4.25157 3.62592 -4.82735 -0.2 0.0 -0.1
C -5.38041 0.84587 -3.48817 0.0 0.0 0.0
C 0.03610 -3.49302 3.89049 0.0 0.0 0.0
C 5.79436 -4.17070 -1.00295 0.0 -0.1 0.1
C 2.75371 5.42219 -5.33554 -0.1 0.1 0.0
C 3.20889 2.84830 -4.34107 -0.2 0.2 -0.1
C -0.76775 -3.22897 2.79273 0.0 0.1 -0.2
C -2.00539 -1.19028 0.48929 0.0 -1.0 0.2
C 3.54095 -2.67567 -1.37447 -0.1 0.3 -0.6
C -0.37245 -3.11522 5.16324 0.0 0.0 0.0
C 4.44835 -2.82531 -2.41477 -0.1 0.1 0.0
C -3.67551 1.40421 1.68875 0.0 0.3 0.0
H 2.87779 2.42231 4.15867 0.0 0.0 0.0
H -5.97877 0.65195 -4.37013 0.0 0.0 0.0
H 0.59923 1.99571 1.38613 -0.1 0.0 0.0
H -4.98724 -0.24803 -0.30389 0.1 0.1 -0.1
H 1.49135 1.49990 3.53714 0.0 0.0 0.0
H -4.24892 -4.56881 2.44742 0.0 0.0 0.0
H -6.65188 2.27818 3.03838 0.0 0.0 0.0
H 5.03199 2.11783 3.20088 0.0 0.0 0.0
H 3.83939 4.15925 2.83429 0.0 0.0 0.0
H 0.69743 5.07258 -4.81095 0.0 0.0 0.0
H -3.21482 0.55916 4.93281 0.0 0.0 0.0
H -0.41098 -3.49122 1.80416 0.0 0.0 0.0
H -5.53205 1.42290 5.07160 0.0 0.0 0.0
H 4.86596 5.49430 -5.67949 0.0 0.0 0.0
H 5.23829 3.18934 -4.83818 0.0 0.0 0.0
H 0.26372 -3.31765 6.01631 0.0 0.0 0.0
H -3.34201 -1.69020 4.36471 0.0 -0.1 0.0
H -2.65034 -3.24949 -1.29358 0.1 0.1 0.0
H -6.35900 -0.65933 -2.29841 0.0 0.0 0.0
H -4.19005 -7.21427 -0.91744 0.0 0.0 0.0
H -4.72758 -6.77575 1.46368 0.0 0.0 0.0
H -2.03714 0.53451 2.77426 0.0 0.0 0.0
H 4.37489 1.46792 -0.29799 0.0 0.0 0.0
H -2.83595 2.81786 -2.42019 -0.1 0.0 0.0
H 3.48451 2.97193 -0.57282 0.0 0.0 0.0
H 0.99475 -3.96862 3.72949 0.0 0.0 0.0
H 1.30097 3.27267 0.39676 0.0 0.0 0.0
H -1.90481 -2.16073 6.32779 0.0 0.0 0.0
H 3.38764 -0.29630 1.04538 0.0 0.0 0.0
H -3.17927 -5.41724 -2.28959 0.0 0.0 0.0
H 2.56742 6.41451 -5.72715 0.0 0.0 0.0
H 5.25066 0.97007 1.86052 0.0 0.0 0.0
H -4.20374 2.37999 -4.42810 0.0 0.0 0.0
H 3.17083 4.51048 1.22410 0.0 0.0 0.0
H -5.45691 2.28580 0.87924 0.0 0.0 0.0
H 1.79816 -0.06595 1.74682 0.0 0.0 0.0
```
Forces are in eV/Å.

**Orbital gap**: 5.84 eV
**Spin multiplicity**: 1
**Energy relative to the best compared isomer or geometry (same formula, charge and spin)**: 31.35 kcal per mole
**E_LUMO**: 3.66 eV
**Molecular weight**: 1282.29 g/mol
**HOMO energy**: -2.18 eV
**E**: -268859.68500 eV
**Net charge**: -2

***

What did the first record say?
Here is C2H4ClNS as an isolated structure from the OMol25 dataset. Energies are from ωB97M-V with the def2-TZVPD basis set.

The geometry in XYZ format:
```
9
Properties=species:S:1:pos:R:3:forces:R:3
Cl -1.70812 0.69885 0.58056 -3.2 2.2 0.7
S 2.13733 -0.63445 -0.17021 1.0 0.4 -0.3
N -0.35489 -0.90145 -0.71473 -6.2 -2.2 -15.8
C 0.55286 -0.29718 -0.17523 5.5 3.7 7.6
C -0.05619 0.55687 0.96913 1.6 1.1 -2.5
H 0.50297 1.48526 0.88473 -0.4 0.3 0.7
H 0.21713 -0.84729 -1.92206 -1.5 -2.1 3.8
H -0.13512 0.14996 1.91089 1.1 -1.1 2.0
H -1.15598 -0.21058 -1.36308 2.2 -2.3 3.7
```
Forces are in eV/Å.

**Orbital gap**: 8.34 eV
**Spin multiplicity**: 1
**Energy relative to the best compared isomer or geometry (same formula, charge and spin)**: 101.99 kcal per mole
**E_LUMO**: -0.36 eV
**Molecular weight**: 109.58 g/mol
**HOMO energy**: -8.70 eV
**E**: -26982.20114 eV

***

- The highest E_LUMO belongs to which entry?
  C44H36CdF5N7O6P2S3Se2

***

- Which formula does entry 1 have?
  C2H4ClNS

***

- Among the records above, which one has the highest molecular weight?
  C44H36CdF5N7O6P2S3Se2